# 1
C24H29N3O5 | ωB97M-V/def2-TZVPD

Computed properties:
- Highest occupied orbital energy: -7.79 eV
- SMILES string: COc1ccc(/C=C(\NC(=O)c2ccccc2)C(=O)NCCN2CCOCC2)cc1OC
- Kohn-Sham gap: 7.9832 eV

Cartesian coordinates (Å):
C 6.22309 1.76510 -4.17284
H 6.75314 1.40529 -5.05473
O 5.29299 0.74998 -3.86826
C 4.47203 0.82934 -2.78732
C 3.69474 -0.30898 -2.58506
C 2.78245 -0.40174 -1.55520
C 2.62099 0.66306 -0.67104
C 3.42753 1.79011 -0.84292
C 4.33666 1.90321 -1.88235
O 5.11516 3.01657 -2.07285
C 5.02579 4.07247 -1.14833
H 5.29491 3.74886 -0.13812
H 4.02525 4.51632 -1.13622
H 5.74381 4.81629 -1.49093
H 3.30773 2.60058 -0.14240
C 1.67611 0.63995 0.43272
C 0.44524 0.09402 0.44304
N -0.09840 -0.39052 -0.76395
C -0.95810 -1.38520 -1.08857
O -1.53259 -2.10988 -0.28594
C -1.19962 -1.54008 -2.55231
C -0.26989 -1.21423 -3.53745
C -0.57698 -1.41458 -4.87165
C -1.80765 -1.93280 -5.23939
C -2.73266 -2.26935 -4.26483
C -2.42677 -2.08172 -2.93090
H -3.13130 -2.34885 -2.15783
H -3.69015 -2.68200 -4.54494
H -2.04059 -2.08156 -6.28314
H 0.15278 -1.16631 -5.62790
H 0.71043 -0.83431 -3.28601
H 0.35316 0.04968 -1.55760
C -0.32606 0.22983 1.72924
O -0.03718 1.12434 2.51000
N -1.27436 -0.68406 1.96567
C -2.11420 -0.62443 3.13459
H -2.18847 -1.62758 3.56289
C -3.51576 -0.09208 2.75489
N -4.49409 0.06352 3.79682
C -4.26694 1.08895 4.79622
H -3.67743 1.89515 4.35940
C -3.57961 0.56715 6.06639
H -3.58486 1.33360 6.84358
O -4.27440 -0.53845 6.60548
C -4.35311 -1.58767 5.66548
C -5.06752 -1.12966 4.38532
H -5.06862 -1.93362 3.64846
H -6.10621 -0.89212 4.64824
H -4.91684 -2.38668 6.15120
H -3.34035 -1.95270 5.43544
H -2.53911 0.28000 5.85417
H -5.25006 1.48394 5.08216
H -3.94333 -0.76378 2.00285
H -3.38035 0.88934 2.28838
H -1.63217 0.05067 3.84526
H -1.47934 -1.39154 1.25728
H 1.97624 1.14388 1.34097
H 2.24133 -1.32365 -1.40482
H 3.83743 -1.12897 -3.27147
H 5.72989 2.71095 -4.40500
H 6.93436 1.91863 -3.35893

Cartesian forces, eV/Å:
0.4 0.3 -0.2
0.0 0.0 0.1
-0.3 -0.1 0.2
-0.1 -0.1 0.0
0.2 0.2 -0.1
0.1 0.1 0.1
0.2 -0.1 -0.4
-0.1 0.0 0.0
0.2 0.1 -0.1
-0.1 -0.5 -0.2
0.0 0.2 0.2
0.0 0.0 0.0
0.0 0.0 0.0
-0.1 0.0 0.1
0.0 0.1 0.1
-0.6 -0.3 0.4
0.8 0.3 0.2
0.1 0.2 -0.5
0.0 0.0 0.2
0.0 -0.1 -0.1
-0.2 -0.2 -0.3
-0.1 0.0 0.2
0.0 0.0 -0.1
0.0 0.0 0.0
0.0 0.0 0.0
0.1 0.0 0.2
0.0 0.0 0.1
-0.1 0.0 0.0
0.0 0.0 -0.1
0.1 0.0 -0.1
0.1 0.1 0.0
-0.2 -0.1 0.1
-0.1 0.0 0.1
0.1 0.1 0.1
-0.3 -0.2 -0.1
-0.2 0.3 0.1
0.0 0.1 0.1
0.2 0.0 0.0
0.0 -0.1 0.1
0.0 -0.1 0.2
0.0 0.1 0.0
0.0 0.3 -0.2
0.1 0.0 -0.1
-0.1 0.0 0.1
-0.1 -0.1 -0.3
0.0 0.0 0.3
0.0 0.0 0.0
0.0 -0.2 0.0
0.1 0.0 -0.1
-0.1 0.0 0.0
-0.1 0.0 0.0
0.1 0.1 0.1
0.1 0.1 -0.1
0.1 -0.1 -0.1
-0.1 -0.2 0.0
0.2 0.2 0.0
-0.1 0.0 0.1
-0.1 -0.1 0.0
0.0 -0.1 -0.1
0.1 -0.1 0.0
0.0 0.0 -0.1

Mulliken atomic charge list, values in e, 8 entries: -0.748, 0.289, -0.461, 0.418, -0.693, -0.648, -0.320, -0.603

# 2
C24H65AsBClO20PS5 | ωB97M-V/def2-TZVPD

Computed properties:
- Highest occupied orbital energy: -3.30 eV
- Charge: -1
- Kohn-Sham gap: 4.7644 eV

Cartesian coordinates (Å):
C 2.47864 0.92530 2.40855
C 2.77570 2.27934 1.82966
C 3.67830 2.26728 0.59953
C 4.98255 2.94323 0.82628
C 5.78329 2.19647 1.84030
As 7.61244 1.51526 1.21245
C 6.84364 -0.13164 0.27351
C 7.12380 -0.04806 -1.20392
C 6.03611 0.44658 -2.08312
O 4.93674 -0.42549 -2.27272
C 5.17266 -1.53697 -3.10255
O 9.45869 0.96822 0.70633
B 9.94001 -0.24048 0.66367
O 9.90084 -0.96413 -0.52538
O 10.58858 -0.78444 1.73802
P 7.74472 0.63596 3.50476
O 9.29650 0.89641 3.84425
Cl 7.75070 -1.47973 3.44205
H 3.23092 0.65581 3.11324
H 2.46397 0.16464 1.65616
H 1.52815 0.88850 2.89869
H 1.86748 2.79292 1.58535
H 3.29247 2.82126 2.59170
H 3.15501 2.70201 -0.23416
H 3.87787 1.25437 0.31912
H 5.52517 3.04876 -0.09981
H 4.78738 3.93729 1.17403
H 5.18965 1.41191 2.24534
H 5.99271 2.83280 2.66665
H 8.32612 2.76502 1.92000
H 7.54775 2.25405 -0.15650
H 7.14401 -1.09819 0.64428
H 5.79090 -0.07163 0.43133
H 7.40884 -1.02111 -1.54244
H 7.98083 0.57273 -1.37802
H 6.46369 0.67153 -3.04596
H 5.63624 1.37034 -1.71498
H 4.59299 -1.47388 -3.99255
H 6.19916 -1.60757 -3.39267
H 4.92569 -2.43842 -2.56920
H 9.81475 -1.92621 -0.38136
H 10.36847 -1.73011 1.85842
H 9.56636 1.66830 3.28770
O 4.12605 -1.09875 -6.40757
S 4.26029 -0.29780 -7.57983
O 4.97402 0.92989 -7.51655
O 2.83539 -0.04680 -8.21283
C 1.81508 0.51566 -7.35056
C 1.97767 2.01166 -7.16675
C 4.89731 -1.27472 -8.88901
H 1.82007 -0.01804 -6.40108
H 0.88349 0.28110 -7.85819
H 2.87166 2.24964 -6.59358
H 1.11329 2.41495 -6.64129
H 2.05783 2.50517 -8.13374
H 4.32136 -2.19211 -8.95222
H 5.93321 -1.48462 -8.63622
H 4.83602 -0.70275 -9.80938
O -0.47530 -0.47164 1.21458
S -0.66719 0.19907 -0.02982
O -0.23265 1.54189 -0.20972
O -2.17913 0.09162 -0.45497
C -3.18969 0.54224 0.49513
C -3.29406 2.05139 0.53133
C -0.00783 -0.78966 -1.31948
H -2.98114 0.12805 1.47797
H -4.11923 0.09489 0.15484
H -2.39112 2.49349 0.94829
H -4.13616 2.36184 1.14315
H -3.42328 2.45160 -0.47428
H -0.37611 -1.80606 -1.21631
H 1.07614 -0.75774 -1.21080
H -0.31064 -0.35905 -2.26355
O -3.62702 6.27551 -0.32710
S -3.54648 5.97057 1.06297
O -4.22494 4.82899 1.57746
O -3.99287 7.24707 1.88208
C -5.25704 7.84961 1.51053
C -6.45298 7.09427 2.05198
C -1.87518 5.93211 1.58509
H -5.29715 7.94431 0.42579
H -5.20479 8.85105 1.92855
H -6.55408 6.11902 1.58099
H -7.36021 7.66726 1.86172
H -6.35018 6.93867 3.12470
H -1.37822 6.82859 1.22947
H -1.43272 5.04344 1.13989
H -1.85132 5.86780 2.66824
O -3.26845 -1.96896 2.59978
S -3.13771 -3.15616 1.82202
O -3.90739 -3.31832 0.63085
O -3.38067 -4.39852 2.76423
C -4.59635 -4.38437 3.55753
C -5.83032 -4.75532 2.76452
C -1.45192 -3.47303 1.47117
H -4.69729 -3.40581 4.02590
H -4.40662 -5.10669 4.34642
H -6.06484 -3.99348 2.02313
H -6.68538 -4.85828 3.43140
H -5.67961 -5.69496 2.23526
H -0.88117 -3.38303 2.38955
H -1.12076 -2.72772 0.75848
H -1.36300 -4.47131 1.05213
O -9.79061 -5.93530 0.89770
S -10.14540 -5.03327 1.94138
O -9.39976 -5.03331 3.15514
O -11.67674 -5.22174 2.27046
C -12.12602 -6.57819 2.52780
C -11.77495 -7.06213 3.91871
C -10.24709 -3.39702 1.32301
H -11.72208 -7.23433 1.75780
H -13.20227 -6.52874 2.38957
H -10.70099 -7.18585 4.03845
H -12.25638 -8.02254 4.09977
H -12.11534 -6.34837 4.66715
H -10.84992 -3.40284 0.42097
H -9.22783 -3.08783 1.10528
H -10.68378 -2.76355 2.08847

Cartesian forces, eV/Å:
-0.2 -0.1 -0.1
0.3 -0.1 -0.3
-0.7 -0.1 -0.2
0.1 0.1 -0.3
1.2 0.1 -0.3
-1.1 -0.1 0.1
0.3 0.4 -0.1
0.1 -0.4 0.3
-0.2 0.1 -0.4
-0.6 0.0 0.4
0.1 0.3 0.7
-0.5 1.6 0.1
0.2 -0.2 -0.5
-0.5 -1.5 -0.6
0.2 -1.7 1.3
-1.1 -0.2 0.0
1.0 1.2 0.0
0.1 -0.3 -0.2
0.6 -0.4 0.6
-0.1 -0.6 -0.6
-0.6 0.0 0.4
-0.6 0.4 0.0
0.2 0.8 0.6
-0.3 0.3 -0.5
0.1 -0.9 -0.3
0.3 0.1 -0.6
-0.1 0.9 0.2
-0.3 -1.0 0.3
0.4 0.6 0.9
0.2 -0.2 0.1
0.1 0.2 0.1
0.4 -0.1 0.5
-1.0 0.1 0.3
0.4 -0.8 -0.5
0.6 0.4 -0.1
0.2 0.2 -0.8
-0.4 0.5 0.3
-0.6 0.1 -0.8
0.9 0.0 -0.2
-0.2 -0.5 0.3
0.4 0.8 -0.2
0.5 0.8 0.0
0.2 -0.8 0.1
-0.1 -0.1 0.3
0.0 -0.3 -0.3
0.3 0.5 0.1
-0.3 0.0 -0.1
-0.2 0.2 0.1
0.1 -0.1 0.0
0.1 -0.1 -0.1
0.1 0.0 0.0
0.0 0.0 -0.1
0.0 0.0 0.0
-0.1 0.0 0.0
0.0 0.0 -0.1
0.0 0.0 0.0
0.0 0.0 0.0
0.0 0.0 0.0
0.0 0.0 0.5
0.0 -0.3 -0.6
0.3 0.5 0.2
-0.5 -0.2 0.1
-0.2 0.3 0.2
0.2 -0.1 -0.2
0.2 -0.1 0.1
0.2 -0.1 0.0
0.1 -0.1 -0.2
0.0 0.0 0.0
-0.1 0.0 0.0
-0.1 0.0 0.0
0.0 0.0 0.0
0.0 0.0 0.0
0.0 0.1 -0.2
-0.1 0.0 -0.5
0.4 0.1 0.3
-0.3 -0.4 0.1
-0.2 0.3 0.2
-0.2 0.2 -0.1
0.1 -0.1 0.0
0.1 0.0 0.0
0.1 -0.1 0.0
0.1 0.0 0.1
0.0 0.0 0.0
0.0 0.0 0.0
0.0 0.0 0.0
0.0 0.0 0.0
0.0 0.0 0.0
0.0 0.0 0.0
-0.2 0.5 0.2
0.6 -0.4 -0.1
-0.3 0.2 -0.3
-0.2 -0.3 0.2
-0.2 0.0 0.2
0.1 0.1 -0.2
0.1 -0.2 0.0
0.1 0.1 -0.1
0.1 -0.1 0.0
0.0 0.0 0.0
0.0 0.0 0.0
0.0 -0.1 0.0
0.0 0.1 0.0
0.0 0.1 0.0
-0.1 0.0 0.0
0.2 -0.4 -0.3
-0.2 0.4 0.0
0.3 0.0 0.4
-0.3 -0.1 0.2
-0.1 -0.2 0.0
0.1 0.2 0.0
0.0 0.1 -0.1
0.1 0.0 0.0
-0.1 0.1 0.0
0.0 0.0 0.0
0.0 0.0 0.0
-0.1 0.0 0.0
0.0 0.0 0.0
0.0 0.0 0.0
0.0 0.0 0.0

Mulliken atomic charge list, values in e, 8 entries: -1.477, -0.412, -0.260, -1.292, -1.073, 0.044, -1.346, -0.135

# 3
C3H5O3Y | ωB97M-V/def2-TZVPD

Computed properties:
- Highest occupied orbital energy (spin up / spin down): -11.43 / -12.95 eV
- 2S+1: 2
- Charge: +1
- <S²>: 0.751
- Kohn-Sham gap (spin up / spin down): 6.7422 / 7.5304 eV

Cartesian coordinates (Å):
H -0.83949 0.87200 -1.70317
O -0.39518 1.73300 0.38642
C -0.24514 0.71621 -0.56460
C -0.02260 1.23456 1.66549
O -1.38154 -0.05204 -0.74903
O 0.72602 -0.21376 0.04717
C 1.12414 0.30148 1.32065
H -0.85869 0.69457 2.13955
H 0.27174 2.07704 2.30064
H 1.25114 -0.52607 2.02774
H 2.07392 0.84339 1.21186
Y -0.73719 -2.07671 -0.32172

Cartesian forces, eV/Å:
4.0 1.6 1.1
0.4 -0.6 -1.0
-2.3 1.9 -1.3
-0.1 -0.1 0.3
-1.9 -4.7 2.3
-0.3 -0.9 -1.3
0.6 0.5 0.7
0.2 0.2 -0.1
-0.1 -0.2 -0.2
0.0 0.2 -0.2
-0.3 -0.2 -0.1
-0.2 2.4 -0.3

Mulliken atomic charge list, values in e, 8 entries: 0.521, -0.354, 0.278, -0.302, -0.626, -0.496, -0.278, 0.215

Results for relative energy (zero: lowest compared OMol25 entry of this formula, charge and spin): 308.6 0.0 138.5 (in kJ/mol, following the order of the records).